C48H45As2F4N2SnTe | ωB97M-V/def2-TZVPD

Summary:
Total charge   +1
HOMO   -9.920 eV
LUMO   -3.48 eV
E   -199147.0363 eV
Kohn-Sham gap   6.44 eV
Relative energy (zero: lowest compared OMol25 entry of this formula, charge and spin)   60.17 kcal/mol

Element x y z (Å)
Sn 2.668 -0.601 -1.440
C 4.855 1.152 -2.961
N 4.936 0.029 -2.055
C 5.759 0.356 -0.836
C 5.444 -1.261 -2.708
C 5.169 -2.511 -1.883
N 3.759 -2.570 -1.496
C 3.334 -3.655 -0.877
C 1.960 -3.844 -0.541
F 1.103 -2.795 -0.801
C 1.514 -4.933 0.107
F 0.240 -4.896 0.600
C 2.278 -6.074 0.231
C 3.627 -5.931 -0.047
F 4.517 -6.961 0.218
C 4.180 -4.793 -0.542
F 5.534 -4.766 -0.522
H 5.797 1.231 -3.492
H 4.049 0.961 -3.645
H 4.711 2.114 -2.443
H 6.811 0.563 -1.125
H 5.308 1.221 -0.380
H 5.710 -0.490 -0.128
H 4.862 -1.417 -3.641
H 6.507 -1.198 -2.887
H 5.424 -3.304 -2.561
H 5.837 -2.554 -1.047
H 1.930 -6.955 0.683
C -3.971 0.766 -0.380
C -3.769 1.322 -1.788
As -2.065 2.501 -1.716
C -2.415 3.109 -3.523
C -3.143 2.315 -4.442
C -3.414 2.777 -5.695
C -2.926 4.031 -6.134
C -2.134 4.842 -5.257
C -1.879 4.351 -3.973
C -2.846 4.094 -0.830
C -2.564 4.121 0.519
C -3.224 5.030 1.360
C -4.287 5.830 0.876
C -4.470 5.887 -0.478
C -3.758 5.025 -1.318
As -2.728 -0.724 0.234
C -3.608 -1.018 1.994
C -3.502 0.044 2.868
C -3.968 -0.090 4.198
C -4.615 -1.275 4.532
C -4.727 -2.313 3.648
C -4.084 -2.211 2.419
C -3.665 -1.969 -0.948
C -2.881 -2.265 -2.077
C -3.472 -2.998 -3.071
C -4.779 -3.552 -2.921
C -5.462 -3.257 -1.749
C -4.951 -2.388 -0.807
H -4.939 0.316 -0.038
H -3.827 1.605 0.340
H -4.637 1.909 -2.185
H -3.619 0.500 -2.507
H -3.387 1.260 -4.158
H -4.104 2.095 -6.282
H -3.130 4.341 -7.180
H -1.834 5.821 -5.563
H -1.486 5.021 -3.203
H -1.700 3.512 0.836
H -2.870 5.169 2.417
H -4.886 6.393 1.599
H -5.244 6.526 -0.952
H -3.810 5.150 -2.412
H -3.008 0.953 2.510
H -3.891 0.760 4.819
H -5.026 -1.386 5.514
H -5.239 -3.267 3.929
H -4.032 -3.079 1.842
H -1.894 -1.794 -2.176
H -2.875 -3.249 -3.983
H -5.166 -4.211 -3.713
H -6.485 -3.652 -1.637
H -5.519 -2.119 0.082
Te 2.128 -0.062 1.506
C 2.860 1.668 2.657
C 2.290 2.051 3.874
C 2.716 3.260 4.473
C 3.784 3.966 3.946
C 4.380 3.548 2.756
C 3.946 2.395 2.113
C 2.741 -1.502 3.010
C 3.561 -1.214 4.095
C 3.825 -2.263 4.957
C 3.577 -3.572 4.585
C 2.656 -3.831 3.579
C 2.152 -2.751 2.856
H 1.612 1.428 4.437
H 2.215 3.623 5.317
H 4.179 4.873 4.353
H 5.083 4.138 2.208
H 4.416 2.002 1.181
H 3.924 -0.226 4.300
H 4.426 -2.091 5.860
H 4.073 -4.432 5.137
H 2.346 -4.880 3.319
H 1.197 -2.804 2.256

---

C48H45AsBiBr2Cl4GeN5O3Se | ωB97M-V/def2-TZVPD

Summary:
Total charge   -2
HOMO   -2.627 eV
LUMO   3.71 eV
E   -442817.9846 eV
Kohn-Sham gap   6.34 eV
Relative energy (zero: lowest compared OMol25 entry of this formula, charge and spin)   16.89 kcal/mol

Element x y z (Å)
Bi 0.566 -0.820 -0.759
Br 1.696 3.697 2.724
C 2.904 2.644 1.725
C 4.252 2.694 2.116
C 5.177 1.951 1.456
Br 7.001 2.108 1.975
C 4.787 1.044 0.444
C 5.682 0.183 -0.230
C 5.206 -0.726 -1.121
C 3.814 -0.821 -1.311
N 2.971 -0.027 -0.705
C 3.415 0.958 0.120
C 2.446 1.870 0.676
O 1.208 1.918 0.208
H 4.542 3.343 2.929
H 6.741 0.260 -0.022
H 5.865 -1.388 -1.665
H 3.354 -1.558 -1.965
C -3.641 -3.674 1.655
C -3.084 -2.405 1.010
C -3.227 -1.193 1.892
C -4.493 -0.717 2.200
C -4.666 0.399 3.004
C -3.549 1.071 3.472
C -2.262 0.640 3.169
C -1.091 1.506 3.583
C -0.768 1.463 5.077
C -2.101 -0.535 2.408
N -0.803 -0.994 2.110
C -0.056 -1.269 3.118
C 1.361 -1.440 3.098
C 2.145 -1.743 4.227
C 3.471 -1.665 3.805
C 3.406 -1.309 2.445
N 2.148 -1.168 2.011
H -3.540 -4.532 0.985
H -4.699 -3.558 1.900
H -3.109 -3.902 2.581
H -3.603 -2.209 0.067
H -2.030 -2.546 0.771
H -5.359 -1.224 1.787
H -5.662 0.762 3.234
H -3.668 1.981 4.053
H -1.327 2.538 3.308
H -0.207 1.238 3.006
H -1.638 1.751 5.673
H 0.048 2.151 5.306
H -0.460 0.465 5.392
H -0.509 -1.335 4.117
H 1.773 -1.962 5.219
H 4.365 -1.825 4.389
H 4.245 -1.159 1.775
Cl -1.500 -3.294 -2.059
C -0.614 -2.975 -3.535
C -1.179 -3.392 -4.722
C -0.563 -3.095 -5.928
C 0.616 -2.358 -5.909
C 1.168 -1.959 -4.712
Cl 2.625 -1.003 -4.741
C 0.613 -2.258 -3.433
N 1.245 -1.934 -2.300
H -2.121 -3.925 -4.694
H -1.003 -3.410 -6.865
H 1.112 -2.082 -6.831
Se 4.980 3.364 -2.902
C 3.323 2.972 -2.413
N 2.235 2.710 -2.079
Cl -4.842 -0.306 -2.524
C -3.249 0.318 -3.025
Cl -2.785 -0.395 -4.575
C -2.202 0.108 -1.899
O -2.585 0.227 -0.745
O -1.019 -0.114 -2.305
H -3.364 1.390 -3.174
C 2.584 -4.444 1.701
As 1.159 -3.899 0.480
C 1.683 -5.029 -1.039
C -0.243 -5.056 1.224
H 2.664 -5.533 1.748
H 2.384 -4.035 2.690
H 3.524 -4.022 1.349
H 1.419 -6.074 -0.871
H 2.763 -4.948 -1.174
H 1.200 -4.655 -1.939
H 0.134 -6.066 1.394
H -1.079 -5.093 0.527
H -0.588 -4.632 2.167
Ge 0.579 3.394 -0.965
C -0.408 3.467 -2.696
C -1.607 4.187 -2.721
C -2.298 4.399 -3.908
C -1.805 3.886 -5.100
C -0.621 3.162 -5.091
C 0.068 2.957 -3.903
C -0.998 3.676 0.231
C -2.121 2.848 0.235
C -3.277 3.210 0.915
C -3.334 4.410 1.611
C -2.226 5.248 1.618
C -1.078 4.881 0.925
H 1.398 4.661 -0.650
H -2.014 4.593 -1.805
H -3.225 4.961 -3.897
H -2.346 4.036 -6.027
H -0.237 2.734 -6.008
H 0.978 2.373 -3.922
H -2.110 1.902 -0.294
H -4.128 2.540 0.902
H -4.236 4.693 2.143
H -2.257 6.190 2.155
H -0.230 5.559 0.925

---

What is the formula in the second record? C48H45AsBiBr2Cl4GeN5O3Se

---

Which of these has the lowest Kohn-Sham gap? C48H45AsBiBr2Cl4GeN5O3Se

---

total charge of number 1 (C48H45As2F4N2SnTe)? +1

---

Number 2 is which compound? C48H45AsBiBr2Cl4GeN5O3Se